{
  "formula": "C48H47AuNO7",
  "method": "wB97M-V/def2-TZVPD",
  "fmax_ev_per_a": 0.65,
  "lumo_energy_ev": -4.23,
  "homo_lumo_gap_ev": 6.105,
  "e_homo_ev": -10.34,
  "charge": 1,
  "relative_energy_kj_mol": 353.7,
  "elements": ["Au", "O", "O", "O", "O", "O", "O", "O", "N", "C", "C", "C", "C", "C", "C", "C", "C", "C", "C", "C", "C", "C", "C", "C", "C", "C", "C", "C", "C", "C", "C", "C", "C", "C", "C", "C", "C", "C", "C", "C", "C", "C", "C", "C", "C", "C", "C", "C", "C", "C", "C", "C", "C", "C", "C", "C", "C", "H", "H", "H", "H", "H", "H", "H", "H", "H", "H", "H", "H", "H", "H", "H", "H", "H", "H", "H", "H", "H", "H", "H", "H", "H", "H", "H", "H", "H", "H", "H", "H", "H", "H", "H", "H", "H", "H", "H", "H", "H", "H", "H", "H", "H", "H", "H"],
  "coordinates": [[-0.613, 0.302, 0.094], [0.816, 1.740, -0.694], [-0.478, 1.588, 1.750], [1.439, -1.587, -0.569], [-1.530, -2.996, -2.712], [-1.753, -1.015, 0.984], [-1.827, -4.205, -0.859], [-0.681, -0.532, -1.640], [2.573, 0.426, 1.045], [0.426, -4.422, 3.681], [-2.991, -4.934, -2.852], [-3.485, 2.611, -1.191], [-0.717, -0.579, -4.342], [1.448, 3.848, 0.240], [2.382, 1.789, 1.157], [1.592, -1.757, 1.960], [-4.547, 2.255, -0.365], [-1.611, -2.424, 0.815], [1.168, -2.311, 0.628], [-1.995, -0.740, -2.144], [-2.315, -2.918, -0.515], [-4.038, -0.071, -0.730], [-0.610, 3.143, 3.487], [3.067, -1.818, 2.288], [0.268, -2.228, 2.593], [1.451, 1.521, -1.983], [-4.040, -4.158, 3.998], [-3.104, -0.350, -4.378], [-2.777, -4.397, 1.958], [2.075, 4.592, 1.227], [-2.374, -2.202, -1.905], [-0.152, -2.887, 1.220], [0.425, -5.044, 2.357], [-0.685, -0.419, -5.721], [3.941, -2.341, 1.212], [-1.063, 1.914, 2.784], [-2.969, 0.274, -1.544], [-1.860, -0.229, -6.431], [0.110, -4.377, 1.249], [-3.795, -2.796, 3.972], [2.107, -2.854, -0.358], [-2.711, 1.627, -1.782], [-3.033, -2.244, 2.951], [2.956, 2.553, 2.178], [0.331, -3.101, 3.801], [-2.188, 1.128, 3.348], [1.595, 2.476, 0.227], [-0.495, -5.135, -2.620], [2.359, -0.479, 2.139], [-4.826, 0.915, -0.146], [-3.533, -4.952, 2.979], [-3.072, -0.202, -5.756], [-2.496, -3.030, 1.942], [-1.926, -0.534, -3.662], [2.806, 3.929, 2.208], [3.537, -2.798, 0.026], [-1.721, -4.322, -2.280], [-4.630, -4.596, 4.791], [-3.884, -4.429, -2.483], [0.235, 3.600, 2.978], [-1.899, 1.901, -2.446], [0.263, -0.456, -6.242], [-2.972, -4.872, -3.940], [-2.916, 0.909, 2.566], [1.594, 2.493, -2.450], [0.493, -5.056, 4.555], [-4.202, -2.155, 4.744], [0.197, -0.775, -3.798], [3.568, 2.055, 2.919], [-5.663, 0.629, 0.479], [-0.488, -5.382, -3.681], [-3.056, -5.982, -2.559], [2.204, 0.031, 3.083], [0.658, -6.100, 2.287], [-0.359, -1.356, 2.787], [-1.834, -0.107, -7.506], [-2.655, 1.639, 4.185], [-3.996, -0.057, -6.301], [3.380, -2.052, 3.298], [-0.343, 2.884, 4.515], [2.408, 1.021, -1.839], [-3.729, -6.016, 2.972], [1.984, 5.669, 1.239], [-3.410, -2.318, -2.248], [0.776, 0.899, -2.559], [0.820, 4.316, -0.509], [-2.871, -1.183, 2.926], [-1.452, 3.837, 3.553], [1.765, -3.611, -1.052], [-3.360, -3.011, -0.204], [2.271, 0.016, 0.175], [3.286, 4.495, 2.995], [0.403, -4.566, -2.386], [0.099, -4.888, 0.300], [-4.054, -0.309, -3.857], [-1.778, 0.176, 3.691], [-3.276, 3.654, -1.389], [0.311, -2.629, 4.776], [-2.411, -5.039, 1.172], [5.001, -2.368, 1.437], [4.270, -3.190, -0.668], [-0.499, -6.063, -2.048], [-5.166, 3.021, 0.084], [-4.268, -1.107, -0.525]]
}